Entry 1:
# C23H28BrF2N5O2Pt

C23H28BrF2N5O2Pt as an isolated structure (ωB97M-V/def2-TZVPD, the Open Molecules 2025 dataset).

Last column: Mulliken charge in e.
Positions of all 62 atoms, in Å:
Pt 0.18266 -0.30781 -0.46033  0.331
C -0.74890 -0.54674 2.68480  -1.350
O 0.22462 -0.02901 1.74427  -0.139
C 1.54133 -0.03305 2.26450  1.043
C 1.83871 -0.31266 3.57113  -0.324
C 3.17865 -0.35429 3.96802  -0.972
Br 3.59375 -0.70424 5.76943  -0.175
C 4.17152 -0.16966 3.05580  -0.720
C 3.85736 0.09286 1.70730  0.638
C 2.52688 0.22347 1.30364  0.795
O 2.13296 0.55196 0.09957  -1.311
C 4.90629 0.23296 0.72610  0.188
N 4.70899 0.43872 -0.57444  0.195
C 5.93438 0.46103 -1.25053  0.593
C 6.25637 0.62396 -2.58998  -0.728
C 7.59864 0.58901 -2.91110  -0.583
C 8.58292 0.39954 -1.93026  -0.499
C 8.25633 0.23420 -0.59870  -0.899
C 6.90692 0.26660 -0.28520  0.438
N 6.22426 0.13183 0.93109  -0.023
H -0.40837 -1.48523 3.11654  0.476
H -1.66072 -0.73199 2.14267  0.343
H -0.91638 0.18676 3.47463  0.403
H 1.06931 -0.49748 4.30644  0.582
H 5.20078 -0.23094 3.38687  0.473
H 3.76122 0.56822 -0.91489  0.008
H 5.49392 0.77208 -3.34278  0.435
H 7.90194 0.70977 -3.94283  0.402
H 9.62298 0.37768 -2.22547  0.412
H 9.01874 0.08950 0.15650  0.413
H 6.66190 -0.02029 1.82389  0.226
F -2.31638 -1.36577 0.24270  -0.251
C -1.10209 -1.79364 -0.23214  -0.069
F -0.50584 -2.51988 0.74772  -0.248
H -1.28360 -2.43075 -1.09509  0.571
C -0.61261 -0.71296 -6.66519  -1.369
C -0.30630 -0.53699 -5.20704  0.973
C -0.64163 0.62701 -4.51881  -0.759
C -0.38753 0.73114 -3.16959  -0.210
N 0.19703 -0.25708 -2.47545  -0.054
C 0.54294 -1.38651 -3.12941  -0.164
C 0.31518 -1.54988 -4.47396  -0.735
H -1.12078 0.15488 -7.07900  0.359
H -1.24672 -1.58997 -6.80892  0.354
H 0.30452 -0.88601 -7.23081  0.355
H -1.11067 1.45619 -5.03331  0.381
H -0.63339 1.63187 -2.62492  0.485
H 1.01032 -2.16465 -2.54305  0.590
H 0.61608 -2.47197 -4.95616  0.467
N -3.36324 3.73267 -0.67056  -0.569
C -4.13259 2.78517 0.14402  -0.629
C -3.29356 1.50919 0.34156  -0.553
N -1.85478 1.92249 0.48104  0.032
H -3.57438 4.69216 -0.43100  0.220
H -3.56870 3.62563 -1.65668  0.199
H -1.85616 2.80977 -0.06770  0.551
H -5.08704 2.51482 -0.30294  0.362
H -4.33448 3.24047 1.11270  0.403
H -3.36566 0.86844 -0.53469  0.308
H -3.61887 0.94651 1.21069  0.370
H -1.61238 2.14348 1.44429  0.411
H -1.16766 1.20306 0.13845  -0.450

Results
Frontier orbital gap   7.56 eV
Net charge   +2
HOMO energy   -12.9 eV
E_tot   -114562.0574 eV
Max |F|   0.045 hartree/bohr
Energy above the lowest of the compared OMol25 structures with the same formula, charge and spin   29.5 kcal per mole

***

Entry 2:
# C3H10NO2P

A 2-piece molecular cluster, C3H10NO2P overall (ωB97M-V/def2-TZVPD, the Open Molecules 2025 dataset).

Last column: Mulliken charge in e.
Positions of all 17 atoms, in Å:
C -0.09983 -1.77312 -3.29896  -0.617
O 0.58482 -1.48354 -2.07592  -0.294
P 0.32686 -0.02042 -1.23506  0.250
N -1.31095 -0.25672 -0.70556  -0.487
O 1.00562 -0.40508 0.15306  -0.416
H -1.19985 -1.43559 -3.17572  0.297
H 0.02518 -2.79385 -3.31436  0.204
H 0.40007 -1.22478 -4.04745  0.270
H -1.90413 0.43696 -1.09337  0.229
H -1.45404 -0.44349 0.19954  0.213
H 0.72092 -1.27501 0.40054  0.321
C 0.86754 1.66544 2.55994  -0.289
C 0.06747 1.88052 3.55930  -0.378
H 0.64805 1.01351 1.62158  0.084
H 1.89748 2.13390 2.53370  0.188
H -0.95925 1.34934 3.63544  0.191
H 0.38404 2.63193 4.28328  0.234

Results
Frontier orbital gap   10.07 eV
HOMO energy   -9.1 eV
E_tot   -18146.2916 eV
Max |F|   0.100 hartree/bohr
Energy above the lowest of the compared OMol25 structures with the same formula, charge and spin   83.1 kcal per mole

***

Entry 3:
# C38H49AlAsN3O8SSbSi3

C38H49AlAsN3O8SSbSi3 as an isolated structure (ωB97M-V/def2-TZVPD, the Open Molecules 2025 dataset).

Last column: Mulliken charge in e.
Positions of all 105 atoms, in Å:
Al -0.99058 -0.09786 0.03245  -1.721
C 2.77429 0.15984 1.09015  -1.143
Sb 1.64608 1.99129 1.37026  0.052
C -0.19732 0.85250 1.63461  3.115
C 0.15655 0.05369 2.83231  -1.484
C -0.46128 -1.16521 3.15814  1.186
C -0.10106 -1.83550 4.30532  -0.910
C 0.86708 -1.28282 5.14081  -0.775
C 1.44126 -0.09081 4.75214  -0.716
N 1.10901 0.55691 3.63967  -0.377
Si -1.62240 1.99117 2.25182  1.745
C -0.80859 3.29521 3.40463  -1.333
C -2.60733 2.99550 0.97755  -1.217
C -2.77870 1.07130 3.45233  -1.292
C 1.69759 2.77490 -0.81060  2.547
C 0.62861 2.34281 -1.75550  -2.166
C 0.66953 2.87650 -3.05292  -0.781
C -0.17040 2.42598 -4.04856  -1.631
C -1.12219 1.47661 -3.73790  -1.003
C -1.17780 1.07282 -2.41822  -0.090
N -0.34455 1.46132 -1.44910  1.262
Si 1.57651 4.67431 -0.52735  0.651
C -0.21734 5.17982 -0.19849  -0.840
C 2.14590 5.87019 -1.90926  -1.379
C 2.62274 5.26574 0.95024  -1.124
Si 3.36794 2.23575 -1.59155  0.656
C 3.45084 0.42649 -2.12364  -0.753
C 4.79239 2.67132 -0.39691  -1.277
C 3.91769 3.10353 -3.20742  -1.326
H 2.87688 -0.30757 2.06570  0.420
H 3.76630 0.34666 0.68954  0.583
H 2.20864 -0.50068 0.43537  0.224
H -1.19069 -1.56356 2.47108  -0.515
H -0.55971 -2.78490 4.55383  0.522
H 1.17320 -1.77885 6.05084  0.417
H 2.21469 0.37710 5.35331  0.434
H -0.30464 4.08589 2.84607  0.208
H -0.05915 2.81502 4.03445  0.295
H -1.54687 3.76522 4.05653  0.392
H -2.14365 2.93891 -0.00599  0.035
H -2.69989 4.04249 1.26540  0.565
H -3.60720 2.57922 0.88055  0.425
H -2.37536 1.07101 4.46540  0.339
H -2.91921 0.03483 3.15388  0.080
H -3.76638 1.53063 3.47970  0.394
H 1.41322 3.62245 -3.27618  0.685
H -0.08684 2.81012 -5.05612  0.438
H -1.78864 1.04330 -4.46780  0.532
H -2.58322 -0.27139 -2.63561  0.327
H -0.87230 4.89043 -1.02054  0.307
H -0.30071 6.25920 -0.07037  0.572
H -0.59277 4.70187 0.70353  -0.153
H 1.58256 5.75863 -2.83524  0.355
H 3.20405 5.75760 -2.13852  0.345
H 2.00011 6.89411 -1.56299  0.445
H 2.15682 4.99583 1.89603  0.263
H 2.73444 6.35046 0.92344  0.410
H 3.61920 4.82686 0.93882  0.295
H 3.69711 -0.24565 -1.30517  0.259
H 4.20318 0.28853 -2.90099  0.509
H 2.49104 0.10996 -2.54064  0.238
H 4.48302 2.65446 0.64769  0.252
H 5.19091 3.66135 -0.61888  0.407
H 5.60866 1.95812 -0.51672  0.405
H 3.35067 2.74403 -4.06544  0.339
H 4.96579 2.85892 -3.38833  0.389
H 3.83925 4.18772 -3.18097  0.283
O 2.17990 -2.69189 -1.09797  -0.924
As 0.65510 -2.27061 -1.98551  0.956
O 1.19535 -1.43305 -3.26474  -0.935
O 0.01652 -1.25830 -0.72980  0.782
C 0.07796 -4.11772 -2.27550  -0.141
C 0.87400 -5.23887 -2.11208  -0.728
C 0.31295 -6.48269 -2.36525  -0.498
C -1.01165 -6.59151 -2.77680  -0.551
C -1.78463 -5.45703 -2.97449  -0.748
C -1.21738 -4.21873 -2.74084  0.109
S -1.79921 -2.47598 -2.83945  1.025
O -1.91178 -2.13708 -4.27274  -0.716
O -3.14238 -2.45809 -2.21407  -0.738
O -2.13586 0.26312 -1.95468  -0.389
H 2.83423 -2.06439 -1.42724  0.302
H 1.90154 -5.14530 -1.78471  0.492
H 0.90955 -7.37835 -2.24038  0.397
H -1.43556 -7.57191 -2.95446  0.386
H -2.81327 -5.52920 -3.30416  0.480
O -4.87365 0.12549 0.82811  -0.733
C -3.78565 -0.39765 0.70983  -0.026
O -2.66690 0.23929 0.53742  0.257
C -3.61360 -1.88458 0.88970  0.835
C -4.72676 -2.74373 0.91324  -1.255
C -4.50926 -4.07425 1.10345  -1.150
C -3.19030 -4.53956 1.30355  1.048
C -2.87418 -5.89858 1.51292  -0.845
C -1.58645 -6.28116 1.76347  -0.722
C -0.55431 -5.32536 1.80501  -1.206
C -0.81859 -4.00555 1.57511  0.116
C -2.14080 -3.58522 1.30983  0.088
N -2.38343 -2.27059 1.09564  0.512
H -5.70690 -2.31728 0.76277  0.573
H -5.32535 -4.78668 1.10994  0.410
H -3.66945 -6.63365 1.47510  0.403
H -1.34892 -7.32436 1.92895  0.413
H 0.45796 -5.64248 2.01910  0.444
H -0.03581 -3.25821 1.58211  0.679

Results
Frontier orbital gap   7.30 eV
Net charge   -1
HOMO energy   -5.3 eV
E_tot   -169502.3593 eV
Max |F|   0.044 hartree/bohr
Energy above the lowest of the compared OMol25 structures with the same formula, charge and spin   23.0 kcal per mole

***

Entry 4:
# C27H59BO5P

A 2-piece molecular cluster, C27H59BO5P overall (ωB97M-V/def2-TZVPD, the Open Molecules 2025 dataset).

Last column: Mulliken charge in e.
Positions of all 93 atoms, in Å:
C 1.29780 -0.17756 3.80522  -0.931
C 0.97749 -0.93629 2.36951  1.529
C 2.30839 -1.69182 1.73657  -0.485
C 2.25327 -3.33895 1.86343  -0.415
C 2.62646 -4.10251 0.43357  -0.812
C 1.37918 -3.80425 -0.59045  0.719
C 0.75150 -5.18860 -1.28716  -0.884
C -0.67619 -5.59475 -0.58376  -0.374
C -2.00458 -4.95018 -1.35633  -0.929
C -1.95186 -3.32063 -1.51311  0.906
C -3.10766 -2.67013 -2.47372  -0.703
C -3.77346 -1.28866 -1.80713  -0.361
C -2.89907 0.06623 -2.17702  -0.786
C -1.61545 0.30879 -1.13186  0.767
C -0.22150 -0.36531 -1.67206  0.667
C 1.12362 0.54416 -1.47474  -0.052
P 1.12564 2.22933 -2.36583  0.807
O 1.39608 3.80655 -3.13804  -0.647
C 1.62484 4.88299 -2.11798  0.196
C 0.31737 5.82315 -1.76567  -0.929
C -0.86650 5.06318 -0.92496  1.283
C -1.35308 5.95367 0.40022  -1.169
C -2.14775 4.75185 -1.94128  -1.092
C 2.22767 4.20038 -0.75489  -0.030
B 3.85743 4.00226 -0.57993  0.772
O 4.68343 3.50406 -1.70213  -0.600
O 4.50707 4.29350 0.73701  -0.557
C 4.24308 3.14612 1.65465  -0.089
C 2.92414 3.50457 2.57736  -0.517
O 1.74457 2.81235 -0.80491  -0.025
H 2.44149 -0.27795 4.04307  0.264
H 0.59703 -0.60902 4.66156  0.206
H 1.07705 0.98038 3.62097  0.185
H 0.07291 -1.69552 2.49847  -0.577
H 0.61692 -0.11085 1.60709  -0.367
H 2.40797 -1.30843 0.62273  -0.018
H 3.30510 -1.36055 2.28572  0.455
H 1.13825 -3.64269 2.14785  0.049
H 3.04337 -3.70634 2.65817  0.389
H 3.58306 -3.57737 -0.03642  0.264
H 2.78725 -5.25816 0.55456  0.329
H 0.49305 -3.36510 0.06468  -0.482
H 1.64771 -2.99580 -1.39437  0.180
H 0.48365 -4.86562 -2.40474  0.294
H 1.53891 -6.06154 -1.34093  0.388
H -0.80508 -6.77045 -0.65625  0.291
H -0.61135 -5.27306 0.55007  0.175
H -2.23571 -5.49255 -2.37857  0.299
H -2.92699 -5.20955 -0.64634  0.271
H -0.90734 -3.06881 -2.02981  -0.159
H -2.02698 -2.86638 -0.42084  -0.263
H -2.57282 -2.28481 -3.46877  0.232
H -3.92925 -3.43645 -2.81975  0.336
H -4.82798 -1.17516 -2.35334  0.297
H -3.94952 -1.44747 -0.65913  0.091
H -3.63129 0.98770 -1.97800  0.243
H -2.58460 0.13558 -3.30501  0.324
H -1.53679 1.43538 -0.81852  0.087
H -1.93915 -0.27396 -0.14113  -0.581
H -0.05402 -1.34308 -1.00667  -1.042
H -0.33621 -0.78842 -2.78364  0.341
H 2.03610 -0.11413 -1.86710  0.220
H 1.28656 0.67589 -0.31201  -0.634
H 2.52787 1.90641 -2.65565  -0.189
H 0.81774 1.73660 -3.71559  -0.044
H -0.25462 2.59307 -2.14229  -0.575
H 2.47437 5.63532 -2.48125  0.201
H 0.70545 6.72985 -1.09717  0.255
H -0.14292 6.20252 -2.79243  0.279
H -0.55204 4.00999 -0.48036  -0.412
H -1.96999 6.90937 0.11009  0.292
H -0.33994 6.35341 0.87826  0.279
H -1.91362 5.26694 1.18972  0.276
H -1.75442 4.29507 -2.95675  0.282
H -2.76146 5.74743 -2.07814  0.387
H -2.76435 3.89673 -1.41094  0.157
H 1.83258 4.71607 0.24616  -0.477
H 4.94826 2.57194 -1.43367  0.278
H 5.16513 2.90285 2.35330  0.311
H 4.00382 2.19170 1.02086  0.047
H 1.96751 3.02342 2.07490  -0.097
H 2.80699 4.68899 2.65123  0.247
H 3.06110 3.04049 3.65899  0.306
C -3.68190 -2.39901 2.37620  -0.668
C -2.64855 -2.97893 3.30459  0.694
O -1.48154 -2.59132 3.28309  -0.550
C -3.09845 -4.05151 4.26028  -1.309
H -3.21462 -1.63633 1.74414  -0.139
H -4.08734 -3.18503 1.73412  0.299
H -4.48132 -1.93094 2.95595  0.511
H -3.47786 -4.91109 3.70209  0.337
H -3.87194 -3.65708 4.92405  0.357
H -2.24718 -4.37617 4.86804  0.320

Results
Frontier orbital gap   6.15 eV
Net charge   -1
HOMO energy   -4.0 eV
E_tot   -49149.1864 eV
Max |F|   0.078 hartree/bohr